Below is C34H58BCaN11O as an isolated structure in a non-equilibrium geometry, with properties calculated with ωB97M-V/def2-TZVPD.

Geometry as XYZ:
```
106
Properties=species:S:1:pos:R:3:lowdin_charge:R:1
C 1.002 1.699 -3.123 -0.053
C -2.455 2.690 -2.481 0.040
H 1.746 -3.950 1.886 0.110
N 3.694 5.246 1.261 0.152
N -2.636 1.111 -0.948 0.048
H 3.036 -0.060 0.056 -0.005
H 2.359 -2.362 3.732 0.100
H -6.442 3.412 -1.463 0.080
H 0.454 -0.233 5.721 0.084
O 1.752 1.117 0.437 -0.440
H -0.503 3.658 -4.389 0.085
H 1.043 -3.159 -0.882 0.107
C 1.949 -2.894 1.702 -0.269
H 1.932 -2.632 -3.163 0.084
C 0.155 2.815 -2.501 -0.363
C -1.185 2.299 -2.046 -0.262
H -5.001 0.527 -3.445 0.073
H -4.834 -3.844 -2.774 0.081
H 1.297 0.967 -2.372 0.043
C -5.349 3.384 -1.483 -0.058
N 2.592 2.083 0.622 0.004
H -5.009 -2.097 -2.979 0.074
N -2.524 -1.411 -0.528 0.049
C -5.244 -2.937 -2.320 -0.052
H 0.444 1.181 -3.908 0.090
H -5.668 2.318 1.861 0.078
H -4.587 -3.746 1.000 0.077
H 0.689 3.179 -1.621 0.105
C -0.802 0.909 4.365 -0.354
C -4.854 1.973 -1.822 -0.360
H -5.127 -1.838 -0.491 0.103
N -1.680 0.414 2.031 -0.017
C -0.992 -2.728 -1.330 -0.268
H -4.330 -0.138 -0.226 0.086
C -5.364 0.186 2.205 -0.362
C -0.007 3.982 -3.469 -0.074
H 2.433 -2.796 0.733 0.079
H -0.254 -4.701 -3.175 0.085
Ca -0.126 0.192 0.410 1.353
C 0.380 -3.196 -1.749 -0.361
C -2.224 -3.364 -1.517 0.038
H -0.077 -5.317 -1.522 0.082
H 4.988 0.098 1.500 0.102
N -2.929 0.208 1.477 0.046
C -0.162 -0.403 4.835 -0.056
H -4.975 3.709 -0.509 0.081
H 0.292 -2.170 -3.664 0.091
H -5.548 -0.074 1.168 0.096
H -4.517 -4.826 -0.398 0.080
H 3.998 -0.657 3.432 0.110
H -5.262 1.288 -1.082 0.105
C -4.972 -3.911 -0.009 -0.056
C -5.927 -0.934 3.083 -0.054
N 3.701 -0.828 0.063 0.007
H -5.793 -0.702 4.143 0.079
C 4.411 -0.820 1.357 -0.274
C 0.656 3.509 0.903 -0.192
H 4.355 -0.650 -0.687 0.066
H -1.321 1.351 5.216 0.133
H 0.256 -2.157 2.583 0.058
C -5.348 1.535 -3.204 -0.052
H -0.597 4.788 -3.026 0.084
H -6.053 -4.069 0.058 0.081
H -3.709 0.775 4.586 0.120
H -6.330 -3.042 -2.270 0.081
N 0.706 -2.089 1.678 -0.009
C -3.880 0.327 2.426 -0.197
H -4.974 2.212 -3.977 0.082
H -0.916 -1.155 5.081 0.085
H -5.933 1.810 3.534 0.082
C 2.082 3.246 0.857 -0.302
C 3.456 -0.958 2.532 -0.211
C -1.882 0.659 3.336 -0.253
H 0.980 2.070 4.735 0.088
C 2.999 4.348 1.083 -0.171
C -6.069 1.517 2.489 -0.049
H -5.003 4.105 -2.230 0.079
C 2.889 -2.362 2.772 -0.201
H 0.051 -2.506 1.020 0.039
H -6.441 1.542 -3.243 0.081
N -0.477 3.703 0.936 0.214
H 0.489 -0.796 4.053 0.042
H -6.997 -1.061 2.897 0.081
B -3.163 -0.054 -0.051 -0.448
H 2.637 -0.243 2.397 0.076
H 1.357 -4.969 -2.498 0.081
H -0.140 2.822 3.592 0.070
H -2.700 3.445 -3.214 0.113
C -3.246 0.618 3.621 0.033
H -2.410 -4.332 -1.962 0.113
H 0.868 1.453 3.087 0.055
C -3.351 1.920 -1.759 -0.193
N -1.172 -1.551 -0.727 -0.028
H -5.428 -1.886 2.880 0.076
H 0.970 4.386 -3.737 0.080
C 0.968 -2.254 -2.809 -0.047
C -4.661 -2.720 -0.921 -0.359
H 1.130 -1.254 -2.406 0.049
H 3.720 -3.069 2.874 0.112
N -1.295 1.345 -1.121 -0.032
H 1.916 2.110 -3.561 0.084
C 0.285 1.877 3.914 -0.060
C -3.173 -2.499 -0.996 -0.195
C 0.346 -4.632 -2.262 -0.075
H -7.142 1.430 2.296 0.082
H 5.120 -1.653 1.371 0.107
```

HOMO-LUMO gap = 9.015 eV
Strongest force on any atom = 1.5 eV/A
Lowest unoccupied orbital energy = 0.2273 eV
Energy above the lowest of the compared OMol25 structures with the same formula, charge and spin = 0.771 eV
Net charge = 0
E_HOMO = -8.788 eV



Below is a 3-piece molecular cluster, C34H58N5O6PS overall, with properties calculated with ωB97M-V/def2-TZVPD.

Geometry as XYZ:
```
105
Properties=species:S:1:pos:R:3:lowdin_charge:R:1
N 0.014 -1.904 0.076 0.089
H -2.517 -3.370 -4.226 0.104
H 3.820 2.255 1.317 0.062
C -6.012 -1.010 -7.683 -0.219
O 6.898 1.682 3.967 -0.205
H 10.871 1.386 6.750 0.117
H -2.260 2.272 -0.346 0.093
C -3.299 -4.367 -7.219 -0.099
H -7.229 2.913 1.355 0.083
H -2.017 3.931 -0.859 0.121
H 0.364 -2.011 -0.866 0.143
C -3.106 -3.207 -5.132 -0.231
H -4.785 -4.092 0.242 0.112
P 1.766 3.447 2.164 0.761
C 7.144 2.413 2.783 -0.118
H 2.213 5.232 1.056 -0.048
H 10.264 3.062 8.334 0.120
C -1.301 -2.430 0.154 -0.237
H -1.877 -5.151 -2.634 0.064
C -2.394 -1.737 0.644 -0.434
C -2.770 -5.712 -2.368 -0.083
C 7.768 0.578 4.172 -0.229
H -7.046 -0.956 -7.332 0.122
H 7.951 1.001 6.240 0.108
O -1.087 2.434 1.972 -0.117
H -0.629 -4.292 -0.647 0.128
C -3.806 -3.640 0.220 -0.037
O 9.002 4.153 7.210 -0.179
C 5.033 -0.559 2.199 0.116
C -5.292 2.010 1.266 -0.455
C -6.993 -2.888 -8.775 -0.118
H 9.167 -0.131 5.623 0.123
H -2.879 -3.447 -7.634 0.089
C 8.627 0.793 5.398 -0.217
C -0.164 1.539 1.491 -0.316
H -4.477 1.813 1.964 0.113
C -2.723 -4.347 -0.278 -0.245
H -3.887 -6.082 -0.576 0.103
H -4.410 1.951 -0.673 0.116
O -5.862 0.774 0.823 -0.058
H -4.356 -4.429 -7.494 0.073
C 7.712 4.131 6.628 -0.101
C -5.065 -1.209 -6.521 -0.218
H -4.937 -3.542 -4.103 0.111
H -5.771 -0.065 -8.178 0.121
H 7.111 1.762 1.904 0.080
C -1.320 3.556 1.105 -0.187
H 3.908 1.279 -0.137 0.133
C -3.637 -2.347 0.679 -0.094
H -1.740 4.329 1.739 0.125
H 2.385 -0.968 0.147 0.130
H -6.620 2.360 2.916 0.076
H -7.892 -2.309 -9.005 0.087
N -5.446 -2.370 -5.728 -0.049
H 6.354 3.157 2.693 0.088
S -2.320 -0.074 1.247 1.101
H -4.049 -1.290 -6.932 0.108
H 7.753 4.097 5.536 0.073
H 0.628 4.069 2.684 0.016
C 9.559 2.890 7.516 -0.231
H 7.144 -0.307 4.331 0.107
N 9.594 1.860 5.178 -0.051
C -2.319 3.304 -0.018 -0.181
C -4.488 -2.738 -4.692 -0.200
C 0.327 -0.614 0.555 -0.217
H -6.796 -3.567 -9.602 0.087
H 5.355 -1.391 2.773 0.031
C -0.601 0.289 1.063 -0.347
H 8.111 2.928 2.809 0.082
H -2.787 -5.218 -7.667 0.087
H 7.123 3.282 6.987 0.088
H -3.900 4.536 -0.037 0.103
H -4.491 -1.798 1.047 0.095
H -0.372 3.891 0.679 0.094
C 1.666 -0.248 0.511 0.023
C 1.184 1.887 1.479 -0.234
H -5.964 3.831 2.230 0.080
N 2.643 4.323 1.182 -0.294
H -5.568 3.243 -0.443 0.123
H -4.364 -1.885 -4.016 0.121
H 11.097 2.981 6.050 0.118
H -3.614 -5.159 -2.768 0.063
C 4.361 0.259 1.635 -0.126
C -6.342 2.844 1.980 -0.050
H -7.177 -3.478 -7.871 0.082
C -2.891 -5.734 -0.837 -0.200
N -3.687 3.654 0.403 -0.040
H 8.388 0.400 3.289 0.125
H 7.207 5.053 6.916 0.087
H -2.706 -6.705 -2.799 0.075
C -1.482 -3.732 -0.287 0.016
H 9.111 2.667 4.805 0.075
H 8.782 2.220 7.904 0.110
C 2.109 0.981 0.965 -0.212
H -2.155 -6.407 -0.405 0.111
O -5.863 -2.049 -8.643 -0.197
H -5.097 -0.321 -5.883 0.124
C -4.746 2.710 0.034 -0.186
C 3.601 1.276 0.907 -0.158
H -6.261 0.346 1.584 0.084
O -3.108 -4.443 -5.819 -0.181
H -2.577 -2.446 -5.719 0.112
C 10.338 2.262 6.366 -0.203
H 2.459 3.044 3.319 0.016
H -5.580 -3.160 -6.346 0.075
```

HOMO-LUMO gap = 7.977 eV
Strongest force on any atom = 0.9 eV/A
Lowest unoccupied orbital energy = 0.4840 eV
Structure (SMILES) = C#CCc1cc2c(c(OCCNC[C@@H](C)O)c1[PH2]=N)Sc1ccc(CC)cc1N2.COCCNCCOC.COCCNCCOC
Net charge = 0
E_HOMO = -7.493 eV



Below is a 5-piece molecular cluster, C34H59Cl2NO16 overall in a non-equilibrium geometry, with properties calculated with ωB97M-V/def2-TZVPD.

Geometry as XYZ:
```
112
Properties=species:S:1:pos:R:3:lowdin_charge:R:1
H 1.010 -2.366 -3.972 0.098
C -6.588 1.963 3.247 -0.156
H 0.949 -6.216 -1.392 0.086
H 10.200 -0.525 1.796 0.131
O 3.118 -1.701 1.316 -0.250
H -2.009 -2.229 1.458 0.137
O 9.235 0.404 0.235 0.014
H 11.982 -1.383 0.371 0.122
C 10.103 1.187 -0.470 -0.464
O 4.085 -0.919 -3.349 0.079
O -5.996 0.957 -0.291 0.052
H 1.303 -5.001 0.037 0.101
O -7.854 1.960 2.588 0.010
H -6.104 4.048 3.172 0.127
H 0.414 -3.482 -1.599 0.138
H -2.289 -4.568 0.018 0.134
C -1.610 -3.666 -0.359 -0.051
C -4.032 -0.001 1.327 -0.080
C -0.215 -0.737 -2.949 -0.623
C 7.108 0.730 -2.653 -0.167
H -7.906 2.617 -1.616 0.138
H -1.492 -5.337 1.957 0.113
H 2.731 0.543 -1.220 0.103
H -3.614 -0.864 1.996 0.065
C 0.507 4.291 -0.697 -0.115
C -9.414 0.517 -0.430 -0.156
O -1.062 -4.804 -2.527 -0.128
C 0.430 -5.524 -0.586 -0.070
C -0.650 -0.294 0.340 -0.356
H -1.229 2.655 -0.626 0.128
H 6.313 0.330 -4.628 0.138
O -9.834 3.069 2.872 0.101
C 1.910 -0.162 -0.734 -0.029
H -9.457 2.152 0.954 0.078
C -1.225 -4.362 2.591 -0.237
H -2.181 -3.833 3.014 0.129
H -0.194 -6.173 0.161 0.078
H 2.179 0.506 1.776 0.165
C 6.036 1.646 -2.122 -0.150
H -0.709 -5.960 4.285 0.080
O -1.974 -0.298 -0.287 -0.118
C -6.482 3.317 3.897 -0.158
H 5.896 2.530 -2.752 0.133
C 6.353 -0.127 -3.636 -0.077
H -3.585 1.042 -0.642 0.140
C -7.951 2.356 -0.555 -0.076
C -0.224 2.910 -0.099 -0.159
O 4.836 0.875 -2.146 -0.002
H 7.951 1.266 -3.097 0.122
Cl -1.632 -0.516 -4.185 0.499
H 9.294 -1.609 0.712 0.130
H -1.379 -0.353 2.364 0.088
H -8.112 4.709 4.181 0.134
C -7.209 1.073 -0.334 -0.434
C -9.350 1.991 -0.126 -0.162
H 10.892 -1.448 -1.024 0.124
H 1.452 4.501 -0.002 0.150
H 1.892 -1.229 -1.179 0.122
C -0.410 -4.287 -1.285 -0.343
C 11.459 0.551 -0.509 -0.086
O -0.334 -3.504 1.796 -0.167
O 9.813 2.265 -0.961 0.098
H -0.530 -5.587 -2.865 0.094
H 6.769 -1.136 -3.691 0.132
H -9.703 0.318 -1.467 0.129
C -0.287 -4.934 3.852 -0.102
C 4.310 -0.642 0.912 -0.036
H -5.070 -0.267 0.802 0.083
C -0.080 0.695 -2.183 -0.499
H 7.496 0.103 -1.841 0.112
H 11.895 0.613 -1.509 0.133
H -7.541 3.160 0.060 0.128
O -0.360 5.487 -0.549 -0.220
H 4.867 -0.496 1.943 0.098
H 0.877 4.174 -1.800 0.104
H -1.117 1.246 -2.284 0.095
H -10.128 2.568 -0.632 0.127
H -6.574 1.148 3.979 0.140
C 4.975 -0.142 -3.047 -0.439
O -0.177 -1.702 0.283 -0.055
C 2.611 -0.281 0.899 -0.120
H -0.537 -1.647 -2.291 0.088
H 12.104 1.040 0.226 0.138
C 9.937 -0.725 0.752 -0.167
C 11.152 -0.875 -0.126 -0.169
H 1.211 6.448 -1.092 0.119
C 0.432 0.583 -0.593 -0.270
H -0.249 -4.190 4.761 0.075
H -10.103 -0.008 0.238 0.132
C -1.120 -2.658 0.837 -0.263
C -2.928 0.641 0.272 -0.214
O 0.784 1.882 -0.003 -0.159
H -5.816 3.328 4.764 0.123
Cl 1.111 1.731 -3.224 0.607
H 0.819 -5.154 3.528 0.084
H -0.521 3.215 1.018 0.143
O 0.355 6.584 -0.586 -0.082
H -8.202 3.237 5.212 0.139
H -5.791 1.797 2.517 0.088
N -0.615 0.086 1.804 0.138
C -8.662 2.896 3.166 -0.446
H -2.502 1.596 0.788 0.104
H 6.246 1.969 -1.098 0.134
H 1.001 -0.724 -4.935 0.074
C 1.074 -1.185 -3.859 -0.188
H -4.307 0.882 2.082 0.065
H 4.690 -1.388 0.061 0.121
H -0.732 1.114 1.965 0.082
C -7.916 3.636 4.235 -0.079
H -2.326 -3.029 -1.070 0.141
O -8.087 0.033 -0.227 0.040
H 2.120 -0.918 -3.410 0.029
```

HOMO-LUMO gap = 9.481 eV
Strongest force on any atom = 6.4 eV/A
Lowest unoccupied orbital energy = 0.4447 eV
Structure (SMILES) = CCO[C@H](C[C@@H](C)O)O[C@](N)(OCC)[C@](C[C@@H]1CO1)(OCCOO)[C@@H](Cl)[C@H](C)Cl.O=C1CCCO1.O=C1CCCO1.O=C1CCCO1.O=C1CCCO1
Net charge = 0
E_HOMO = -9.037 eV